Record 1
Here is 15 unconnected molecules or ions with the total composition C10H50O20 at a distorted geometry from the OMol25 dataset. Energies are from the ωB97M-V functional and the def2-TZVPD basis.

E_tot (Ha): -1915.673326
ΔE to the lowest compared entry with this formula, charge and spin (kcal/mol): 69.7
Charge: 0
2S+1: 1

```
80
Properties=species:S:1:pos:R:3:forces:R:3:lowdin_charge:R:1
O -2.1653 -0.7156 3.2343 0.0 -1.2 0.3 -0.025
H -2.2254 -1.6879 3.2091 0.4 0.3 0.6 0.068
H -2.5659 -0.5384 2.3888 -0.4 1.1 -1.0 -0.009
O -3.0222 3.2008 0.6682 -1.1 0.7 0.5 -0.075
H -2.1781 2.7971 0.8909 0.5 0.0 -0.1 -0.045
H -3.2445 3.7325 1.4572 0.0 -0.4 -0.7 0.058
O 2.3035 0.4449 1.5275 1.2 -0.8 1.2 -0.059
H 1.9069 0.7691 0.7310 -0.6 0.7 -0.7 -0.045
H 1.6676 0.3084 2.2493 -0.1 0.2 -0.6 -0.023
O 0.1336 0.9524 -2.6035 -0.5 1.5 0.8 -0.041
H 0.2633 0.5149 -3.4153 0.2 -1.1 -1.2 0.040
H -0.1630 0.3460 -1.9086 -0.1 -0.4 0.1 -0.008
O 1.9707 1.7854 -0.7676 0.8 2.1 2.0 -0.037
H 2.8376 1.4234 -0.9831 0.0 -0.3 -0.5 0.005
H 1.2386 1.4098 -1.1910 -0.9 -0.9 -1.7 -0.044
O -0.4979 -0.1297 -0.2509 0.6 0.9 -1.0 -0.031
H -0.7759 0.4835 0.4323 0.0 0.3 0.5 0.009
H -0.8983 -0.9723 -0.1015 -0.7 -1.3 0.4 -0.009
O -0.1990 -2.3324 -2.8329 -1.1 1.1 0.2 -0.055
H -0.6416 -3.1743 -2.8403 0.0 -0.8 0.0 0.047
H -0.9876 -1.7316 -2.6619 1.2 -0.4 -0.3 0.030
O -3.3811 0.1527 0.7843 -1.3 -2.3 1.5 -0.032
H -3.8626 -0.6862 0.5561 0.6 1.5 0.0 0.084
H -3.1306 0.5597 -0.0186 0.4 0.8 -1.3 0.011
O -0.8121 1.9674 1.4791 0.8 0.5 0.6 -0.048
H 0.0180 2.4987 1.4521 -0.6 -0.4 -0.2 0.107
H -1.1375 2.0770 2.3869 0.2 -0.2 -0.2 0.094
O -1.7092 -2.6014 0.1954 -1.7 0.5 -0.4 -0.049
H -1.1963 -2.9823 0.9160 0.0 -0.2 0.7 0.006
H -2.6365 -2.4413 0.5116 1.6 -0.5 -0.3 0.065
C 3.9766 -0.7899 -1.0310 -1.1 -0.6 -3.0 -0.185
C 2.5538 -1.0827 -1.5344 0.0 1.1 -0.9 -0.268
O 2.3637 -2.4415 -1.6602 1.2 -2.2 0.6 -0.066
O 4.2538 0.5750 -1.1531 -0.2 1.0 0.9 -0.051
H 4.5876 -1.2441 -1.8148 0.3 -0.9 0.7 0.137
H 4.0334 -1.2050 -0.0645 0.8 -0.2 1.3 0.101
H 2.3744 -0.6782 -2.5403 0.4 0.7 0.2 0.131
H 1.7845 -0.7255 -0.8895 -0.3 0.8 0.7 0.069
H 1.4998 -2.5733 -2.0394 -0.8 -0.1 -0.3 0.044
H 5.0543 0.7154 -1.6434 0.4 0.0 -0.2 0.104
C -3.0801 0.4138 -4.6957 -1.0 2.3 -0.8 -0.264
C -3.3972 -0.7007 -3.7757 -0.8 -1.0 -0.4 -0.241
O -2.3708 -0.6613 -2.8474 1.2 1.1 2.6 -0.131
O -4.1279 0.7294 -5.5972 -0.1 -0.6 -1.9 -0.069
H -2.1333 0.1599 -5.1318 0.5 0.0 -0.7 0.122
H -3.0196 1.4168 -4.2465 1.0 -0.7 1.3 0.135
H -3.3772 -1.7105 -4.3035 -0.1 1.3 0.7 0.162
H -4.3002 -0.5701 -3.1910 -0.8 -0.1 -0.6 0.124
H -2.4580 0.2098 -2.3473 0.5 -1.7 -1.0 0.128
H -3.7587 1.2196 -6.3648 -0.4 -0.5 0.8 0.107
C 1.1889 -2.8434 1.6332 0.6 0.3 -1.6 -0.253
C 2.1700 -3.9894 1.5316 -1.1 0.0 -0.2 -0.263
O 3.2481 -3.4815 0.8788 2.4 0.4 -0.4 -0.045
O -0.0015 -3.1988 2.2223 -2.2 -0.5 0.2 -0.070
H 1.0386 -2.2527 0.6852 -0.3 -1.3 0.3 0.134
H 1.6207 -2.0607 2.1692 1.2 1.2 1.4 0.084
H 1.8251 -4.8972 1.0437 -0.8 -0.1 -0.4 0.122
H 2.4163 -4.3461 2.5268 0.5 0.2 0.4 0.121
H 2.9722 -3.0954 0.0322 -0.2 -0.3 -0.2 0.050
H 0.1480 -3.3843 3.1465 0.0 -0.1 0.3 0.092
C 2.0448 -0.3730 5.1173 1.8 0.5 -0.6 -0.244
C 0.7129 -0.7422 4.5749 -2.2 -0.7 0.5 -0.247
O 0.5038 0.0077 3.3911 -0.1 -0.1 0.6 -0.110
O 2.4974 -0.9353 6.3366 -1.0 0.4 0.5 -0.048
H 2.0379 0.7365 5.1851 0.4 -0.7 0.2 0.144
H 2.8056 -0.6989 4.3813 -0.4 0.7 -0.2 0.136
H -0.1597 -0.5553 5.2564 0.9 0.1 -0.1 0.141
H 0.6158 -1.8187 4.3534 0.4 0.0 0.0 0.101
H -0.4136 -0.1694 3.1341 -0.2 0.0 -0.2 0.042
H 2.7503 -1.8427 6.1806 0.1 -0.3 -0.1 0.079
C -0.9949 3.8564 -1.5513 1.8 -0.6 -0.3 -0.220
C -0.0039 4.8612 -0.8872 0.4 -3.2 1.3 -0.216
O -0.3414 4.9395 0.4949 -0.8 1.3 0.3 -0.097
O -0.7049 3.9505 -2.9552 -0.4 -0.2 0.2 -0.082
H -2.0516 4.0689 -1.4042 0.1 0.3 0.3 0.098
H -0.7981 2.7920 -1.1417 -0.2 1.7 -0.7 0.115
H -0.0158 5.7906 -1.3516 -0.3 1.8 -1.0 0.091
H 1.0669 4.5149 -0.8637 -1.2 -0.1 -0.6 0.132
H -1.0505 5.6115 0.5053 0.4 -0.6 0.5 0.096
H -0.4953 3.0676 -3.2492 0.2 -0.5 -0.2 0.040
```
Forces are in eV/Å.


Record 2
Here is 2 unconnected molecules or ions with the total composition C2H3I2NO from the OMol25 dataset. Energies are from the ωB97M-V functional and the def2-TZVPD basis.

E_tot (Ha): -803.333033
ΔE to the lowest compared entry with this formula, charge and spin (kcal/mol): 36.1
Charge: 0
2S+1: 1

```
9
Properties=species:S:1:pos:R:3:forces:R:3:nbo_charge:R:1
C -0.2352 -0.5337 -0.4204 -0.2 0.1 -0.1 0.530
C -0.3115 0.8916 -0.7259 0.2 0.4 0.1 -0.370
N -0.4896 -0.9291 0.8472 0.0 -0.3 0.4 -0.816
O -0.0012 -1.3064 -1.3325 0.2 -0.2 -0.2 -0.577
I -1.2744 2.2973 0.4094 0.2 -0.2 -0.1 0.226
I 3.1944 0.5633 0.2655 -0.2 0.1 -0.1 -0.026
H -0.0060 1.1987 -1.7125 0.0 0.0 0.0 0.224
H -0.5243 -0.2779 1.6118 0.0 0.0 -0.1 0.399
H -0.3523 -1.9037 1.0574 0.0 0.0 0.0 0.410
```
Forces are in eV/Å.


Record 3
Here is a molecular structure, C12H33Cl2N3O3Pd at a distorted geometry from the OMol25 dataset. Energies are from the ωB97M-V functional and the def2-TZVPD basis.

E_tot (Ha): -1915.249177
⟨S²⟩: 2.00
ΔE to the lowest compared entry with this formula, charge and spin (kcal/mol): 15.9
Charge: 0
2S+1: 3

```
54
Properties=species:S:1:pos:R:3:forces:R:3:nbo_charge:R:1
Pd -0.3818 0.2747 0.2126 0.1 0.1 0.0 1.142
Cl -2.7555 1.5277 0.1298 0.5 -0.4 0.2 -0.816
Cl 1.9483 -0.6889 -0.0831 -0.3 0.1 0.1 -0.770
C -0.0716 -2.4658 -2.7279 -0.2 -0.1 -0.1 -0.629
C -0.3095 -0.9887 -2.8925 0.1 0.6 -0.1 -0.069
C -0.9174 -0.6050 -4.2671 1.0 -1.0 0.9 -0.077
O -1.0923 0.7886 -4.2765 0.1 0.0 -0.1 -0.557
C -0.6639 1.4226 -5.4548 -1.0 0.0 -1.0 -0.248
N -1.0947 -0.4163 -1.7739 -1.0 -0.3 -1.1 -0.832
H 0.6682 -2.7859 -3.4631 0.0 -0.2 0.1 0.220
H -0.9869 -3.0439 -2.8966 0.0 0.0 0.0 0.192
H 0.2944 -2.6643 -1.7205 0.2 0.0 -0.1 0.245
H 0.6596 -0.4797 -2.8507 0.0 -0.1 0.0 0.213
H -1.8333 -1.1517 -4.5125 -0.3 0.2 0.2 0.171
H -0.1658 -0.9842 -4.9708 0.0 0.5 -0.3 0.177
H -1.0963 0.9357 -6.3432 0.2 -0.3 0.1 0.168
H 0.4207 1.4564 -5.5809 0.0 0.1 0.2 0.173
H -1.1331 2.4072 -5.5046 0.5 0.2 0.4 0.198
H -1.5742 0.3827 -2.2012 0.2 0.3 0.6 0.414
H -1.8956 -1.0322 -1.6061 0.2 0.0 0.1 0.366
C 1.1615 3.5030 2.8781 0.4 1.0 0.7 -0.636
C 0.4333 2.8064 1.7720 0.4 -2.0 -0.7 -0.086
C 1.2749 2.7702 0.4723 -0.2 2.8 0.9 -0.069
O 0.5309 2.2443 -0.5849 0.2 -0.4 0.0 -0.560
C 0.5806 2.9543 -1.8079 -0.3 -0.2 -0.3 -0.240
N 0.1521 1.3792 2.1043 -0.4 0.2 1.2 -0.819
H 0.7455 3.3292 3.8742 -0.2 -0.3 -0.2 0.217
H 1.1240 4.5911 2.7655 0.1 -0.1 -0.2 0.223
H 2.2178 3.2242 2.9379 -0.1 -0.1 -0.2 0.212
H -0.5521 3.2219 1.5585 0.2 0.3 -0.2 0.232
H 2.3042 2.4137 0.5587 -0.3 -1.0 0.2 0.205
H 1.4581 3.8531 0.3449 -0.2 -0.1 -0.6 0.172
H 0.4653 2.2587 -2.6402 0.1 -0.2 0.2 0.199
H 1.5409 3.4581 -1.9068 -0.1 0.2 0.0 0.179
H -0.2736 3.6313 -1.8769 0.2 0.3 0.2 0.190
H 0.9220 0.9917 2.6397 0.6 -0.3 -0.6 0.386
H -0.5598 1.3698 2.8409 -0.3 0.0 -0.6 0.374
C -0.2208 -3.6477 1.3300 0.7 0.8 0.1 -0.627
C -0.9558 -2.5922 2.1719 -1.2 -1.2 -0.9 -0.053
C -0.3087 -2.3460 3.5275 0.5 0.4 -0.5 -0.064
O 0.7834 -1.4779 3.3807 0.5 0.3 -0.7 -0.544
C 1.6734 -1.4485 4.4624 -0.2 0.9 0.7 -0.250
N -1.3794 -1.4247 1.3223 0.3 -0.3 1.0 -0.805
H 0.8352 -3.3680 1.3004 0.1 -0.3 0.0 0.244
H -0.5405 -3.6928 0.2877 -0.3 0.2 0.1 0.208
H -0.3881 -4.6359 1.7548 0.3 0.0 0.1 0.210
H -1.9247 -3.0736 2.3716 0.1 0.0 0.6 0.171
H 0.1040 -3.2896 3.8930 -0.5 -0.3 0.1 0.182
H -1.0289 -1.9442 4.2479 -0.1 0.0 0.1 0.167
H 2.5544 -0.8396 4.2411 -0.2 -0.1 -0.6 0.199
H 2.0517 -2.4230 4.7830 -0.3 -0.2 0.0 0.174
H 1.1755 -0.9002 5.2825 0.2 -0.5 0.3 0.160
H -2.0446 -0.9051 1.8948 -0.1 0.2 -0.4 0.391
H -1.9308 -1.8804 0.6015 -0.1 0.3 -0.1 0.375
```
Forces are in eV/Å.


Record 4
Here is a molecular structure, C39H33CrNO7S4 at a distorted geometry from the OMol25 dataset. Energies are from the ωB97M-V functional and the def2-TZVPD basis.

E_tot (Ha): -4724.793257
⟨S²⟩: 6.08
ΔE to the lowest compared entry with this formula, charge and spin (kcal/mol): 1.7
Charge: -2
2S+1: 5

```
85
Properties=species:S:1:pos:R:3:forces:R:3:mulliken_spin:R:1
Cr -0.7406 -0.1034 -0.2928 -0.9 -0.4 -0.6 3.290
O 2.0912 0.1616 2.4196 -0.6 -0.5 -0.4 0.004
S 3.4369 0.6168 2.7719 0.4 1.1 0.5 -0.001
C 3.1540 2.1281 3.8447 0.1 -0.3 -0.1 0.000
C 1.8147 2.8078 3.5557 0.0 -0.3 -0.1 0.001
C 0.6207 2.1023 4.2015 -0.1 -0.1 -0.3 -0.001
C -0.7210 2.7168 3.8002 0.0 0.0 -0.6 0.002
S -1.5755 2.0813 2.2156 -0.2 0.2 0.8 -0.002
O -0.5319 1.4202 1.3861 1.1 -0.6 0.3 -0.027
C -2.5114 0.8227 3.0878 0.0 -0.3 0.1 0.005
C -1.9352 -0.4084 3.3611 0.1 0.3 -0.1 0.001
C -2.6984 -1.3936 3.9637 -0.1 -0.1 0.2 0.003
C -4.0149 -1.1371 4.3222 0.1 0.0 0.0 0.000
C -4.5778 0.1078 4.0626 0.0 0.0 0.1 0.000
C -3.8314 1.0854 3.4299 0.2 0.2 0.1 -0.008
C 4.1197 1.5726 1.4092 0.1 -0.2 -0.2 0.002
C 5.4958 1.7631 1.3946 -0.1 0.0 0.1 0.000
C 6.0756 2.4634 0.3520 0.1 0.1 -0.1 0.000
C 5.2805 2.9573 -0.6754 -0.1 -0.1 0.0 0.000
C 3.9099 2.7349 -0.6656 0.1 0.2 -0.2 0.001
C 3.3221 2.0394 0.3770 -0.2 -0.3 0.2 -0.008
H 3.9909 2.7993 3.6544 0.1 0.0 0.1 0.000
H 3.2186 1.7642 4.8725 -0.1 0.1 0.1 0.000
H 1.6417 2.8209 2.4772 0.1 0.1 0.0 -0.001
H 1.8729 3.8442 3.9065 0.0 0.0 -0.1 0.000
H 0.7103 2.1444 5.2926 0.0 0.0 0.0 0.000
H 0.6496 1.0560 3.9006 0.0 -0.1 0.1 0.000
H -0.6200 3.7912 3.6341 0.0 0.1 0.0 0.000
H -1.4683 2.5437 4.5732 -0.1 0.1 -0.1 0.000
H -0.9242 -0.6108 3.0384 0.0 -0.1 0.0 0.006
H -2.2653 -2.3710 4.1280 0.0 0.0 -0.1 0.000
H -4.6131 -1.9126 4.7841 0.0 0.0 0.0 0.000
H -5.6065 0.3055 4.3398 0.0 0.0 -0.1 0.000
H -4.2678 2.0452 3.1793 -0.1 0.0 -0.1 0.000
H 6.1007 1.3439 2.1911 0.1 0.0 0.0 0.000
H 7.1483 2.6118 0.3239 0.0 0.0 0.0 0.000
H 5.7377 3.4889 -1.5006 0.0 0.0 0.0 0.000
H 3.2977 3.0886 -1.4845 0.0 0.0 0.0 0.000
H 2.2619 1.8180 0.3747 -0.1 0.0 0.0 0.013
O -2.0606 -3.6254 1.1127 0.1 0.3 0.1 0.066
C -1.6372 -2.6809 0.4405 -0.3 -0.8 -0.6 0.011
O -0.9988 -1.6637 0.9273 0.5 0.9 0.3 -0.058
C -1.7714 -2.6525 -1.0370 0.0 -0.1 0.4 0.338
C -2.3510 -3.7027 -1.7248 0.0 0.1 -0.1 -0.142
C -2.4226 -3.6726 -3.1018 -0.2 -0.2 0.2 0.389
C -1.8185 -2.5841 -3.7990 0.0 0.1 -0.1 -0.075
C -1.7917 -2.5211 -5.1985 0.1 0.0 0.2 0.046
C -1.1105 -1.5129 -5.8614 0.0 -0.1 -0.1 0.037
C -0.4395 -0.5490 -5.1213 0.0 0.0 0.0 0.014
C -0.4805 -0.5589 -3.7370 0.1 -0.2 0.0 0.012
C -1.1877 -1.5506 -3.0364 0.0 0.1 -0.2 0.044
N -1.2396 -1.5539 -1.6645 0.0 0.2 0.0 0.173
H -2.7382 -4.5234 -1.1367 0.0 0.0 0.0 -0.013
H -2.8935 -4.4729 -3.6614 0.0 0.0 0.0 0.034
H -2.2919 -3.3067 -5.7562 0.0 0.0 0.0 -0.005
H -1.0825 -1.4998 -6.9458 0.0 0.0 0.0 0.012
H 0.1383 0.2136 -5.6305 0.0 0.1 0.0 0.008
H 0.0627 0.1836 -3.1787 0.0 0.0 0.0 0.012
S -0.9972 1.9552 -1.5980 0.4 -0.2 0.1 -0.060
C -2.7189 2.0422 -1.8755 -0.1 0.0 -0.1 0.015
C -3.2227 2.8837 -2.8708 0.0 0.0 0.0 0.001
C -4.5838 2.9994 -3.1008 -0.1 0.1 0.0 0.001
C -5.4801 2.2626 -2.3362 -0.1 0.0 0.0 0.000
C -4.9981 1.4156 -1.3518 0.1 0.0 0.0 0.006
C -3.6289 1.2948 -1.1067 -0.1 0.1 -0.1 0.001
S -3.0775 0.2351 0.1660 0.2 -0.1 -0.2 -0.112
H -2.5191 3.4420 -3.4760 0.0 0.0 0.0 -0.001
H -4.9475 3.6547 -3.8854 0.0 0.0 0.0 0.000
H -6.5472 2.3363 -2.5164 0.0 0.0 0.0 0.000
H -5.6765 0.8182 -0.7545 0.0 0.0 0.0 0.001
O 4.5736 -2.6528 -1.9596 0.0 -0.1 0.1 0.000
C 3.7984 -3.1123 -0.9643 0.0 0.0 -0.1 0.001
C 4.1513 -4.3062 -0.3336 0.1 -0.1 0.0 -0.001
C 3.3848 -4.8025 0.7060 0.0 0.1 -0.1 0.001
C 2.2571 -4.1145 1.1344 0.0 -0.1 0.1 -0.006
C 1.8928 -2.9366 0.5022 0.1 0.1 0.0 0.005
C 2.6420 -2.4206 -0.5492 -0.1 0.0 -0.1 0.012
C 2.2369 -1.1601 -1.2762 0.2 0.1 0.0 -0.036
O 3.0224 -0.7549 -2.1742 -0.1 0.1 0.0 0.007
O 1.1762 -0.5590 -0.9742 -0.2 0.5 0.7 -0.037
H 4.0950 -1.7963 -2.2434 0.0 0.0 0.0 -0.001
H 5.0302 -4.8304 -0.6897 0.0 0.0 0.0 0.000
H 3.6692 -5.7358 1.1800 0.0 0.0 0.0 0.000
H 1.6509 -4.5045 1.9419 0.0 0.0 0.0 0.000
H 1.0122 -2.4027 0.8253 -0.1 0.1 0.0 0.020
```
Forces are in eV/Å.